{"formula": "C42H120AsF6O18", "method": "ωB97M-V with the def2-TZVPD basis set", "species": ["As", "F", "F", "F", "F", "F", "F", "O", "H", "H", "O", "H", "H", "O", "H", "H", "O", "H", "H", "C", "C", "C", "O", "H", "H", "H", "H", "H", "H", "H", "H", "C", "C", "C", "O", "H", "H", "H", "H", "H", "H", "H", "H", "C", "C", "C", "O", "H", "H", "H", "H", "H", "H", "H", "H", "C", "C", "C", "O", "H", "H", "H", "H", "H", "H", "H", "H", "C", "C", "C", "O", "H", "H", "H", "H", "H", "H", "H", "H", "C", "C", "C", "O", "H", "H", "H", "H", "H", "H", "H", "H", "C", "C", "C", "O", "H", "H", "H", "H", "H", "H", "H", "H", "C", "C", "C", "O", "H", "H", "H", "H", "H", "H", "H", "H", "C", "C", "C", "O", "H", "H", "H", "H", "H", "H", "H", "H", "C", "C", "C", "O", "H", "H", "H", "H", "H", "H", "H", "H", "C", "C", "C", "O", "H", "H", "H", "H", "H", "H", "H", "H", "C", "C", "C", "O", "H", "H", "H", "H", "H", "H", "H", "H", "C", "C", "C", "O", "H", "H", "H", "H", "H", "H", "H", "H", "C", "C", "C", "O", "H", "H", "H", "H", "H", "H", "H", "H"], "xyz": [[0.39, 0.15, 0.11], [-1.28, 0.66, -0.32], [-0.03, -1.61, -0.06], [2.06, -0.40, 0.62], [0.93, 1.82, 0.29], [-0.07, 0.19, 1.87], [0.89, 0.22, -1.65], [3.36, -1.76, 2.63], [2.99, -1.45, 1.80], [3.35, -0.99, 3.20], [2.58, 3.51, 1.41], [2.84, 2.90, 2.11], [1.99, 3.00, 0.85], [-0.72, -0.58, -5.61], [-1.27, -0.31, -4.87], [0.17, -0.58, -5.26], [3.26, 0.06, 4.87], [4.08, -0.20, 5.28], [2.61, 0.01, 5.57], [3.04, -3.71, -0.11], [3.63, -4.70, 0.93], [4.41, -5.86, 0.21], [4.61, -4.03, 1.71], [2.31, -4.18, -0.77], [3.79, -3.17, -0.67], [2.43, -2.95, 0.39], [2.79, -5.09, 1.51], [5.16, -5.57, -0.52], [3.80, -6.64, -0.23], [5.01, -6.46, 0.89], [4.14, -3.24, 1.98], [-1.77, -4.25, -1.01], [-1.25, -4.82, 0.26], [-1.52, -3.92, 1.47], [-1.76, -6.13, 0.46], [-2.77, -4.65, -1.19], [-1.15, -4.44, -1.89], [-1.86, -3.17, -0.96], [-0.19, -5.06, 0.20], [-2.54, -3.57, 1.66], [-0.99, -2.98, 1.36], [-1.21, -4.35, 2.42], [-1.38, -6.53, 1.25], [-1.43, 2.14, -3.58], [-2.61, 1.25, -3.36], [-3.48, 1.05, -4.63], [-2.05, 0.05, -2.86], [-1.75, 3.17, -3.69], [-0.78, 1.84, -4.41], [-0.77, 2.12, -2.71], [-3.20, 1.79, -2.62], [-2.96, 0.87, -5.57], [-4.11, 1.95, -4.63], [-4.17, 0.23, -4.47], [-1.42, 0.25, -2.17], [-5.59, 3.38, 0.34], [-4.95, 2.87, 1.61], [-4.55, 3.95, 2.56], [-5.79, 1.95, 2.26], [-5.01, 4.14, -0.19], [-6.57, 3.78, 0.61], [-5.71, 2.63, -0.45], [-4.10, 2.23, 1.36], [-3.95, 4.66, 2.00], [-4.00, 3.53, 3.40], [-5.43, 4.54, 2.85], [-5.31, 1.59, 3.01], [-0.86, 4.72, -0.75], [-0.37, 6.09, -0.24], [1.07, 6.28, -0.56], [-1.09, 7.08, -0.90], [-0.30, 4.03, -0.13], [-0.46, 4.60, -1.76], [-1.93, 4.54, -0.70], [-0.61, 6.19, 0.82], [1.38, 7.28, -0.27], [1.35, 6.14, -1.61], [1.68, 5.70, 0.13], [-1.02, 7.96, -0.53], [-0.72, -0.08, 6.44], [-0.44, -0.52, 4.99], [-0.71, -2.04, 4.77], [-1.33, 0.22, 4.23], [-1.78, -0.21, 6.64], [-0.44, 0.96, 6.63], [-0.19, -0.71, 7.16], [0.55, -0.29, 4.59], [-0.24, -2.59, 3.97], [-1.78, -2.24, 4.80], [-0.26, -2.51, 5.64], [-0.98, 0.12, 3.34], [-6.20, -0.42, -1.02], [-4.97, -1.31, -0.86], [-5.35, -2.67, -0.26], [-4.51, -1.58, -2.16], [-6.02, 0.42, -1.69], [-6.47, -0.01, -0.05], [-6.99, -1.04, -1.46], [-4.30, -0.77, -0.19], [-5.69, -2.54, 0.77], [-4.41, -3.23, -0.21], [-6.09, -3.24, -0.83], [-3.78, -1.00, -2.39], [-2.91, -5.39, -4.84], [-3.02, -3.97, -4.25], [-3.17, -2.90, -5.33], [-4.16, -3.95, -3.46], [-3.54, -5.51, -5.72], [-3.28, -6.09, -4.10], [-1.86, -5.58, -5.08], [-2.12, -3.71, -3.68], [-2.37, -2.88, -6.07], [-3.08, -1.87, -4.96], [-4.09, -2.99, -5.89], [-4.11, -3.11, -3.00], [1.26, -2.70, -3.51], [2.17, -1.63, -4.11], [2.56, -1.93, -5.60], [1.49, -0.36, -4.10], [0.25, -2.60, -3.90], [1.24, -2.66, -2.43], [1.50, -3.71, -3.85], [3.06, -1.62, -3.48], [1.69, -2.20, -6.20], [3.16, -2.83, -5.70], [3.12, -1.11, -6.04], [1.19, -0.13, -3.22], [-5.96, -0.70, 4.90], [-4.55, -0.61, 4.40], [-4.42, -1.23, 3.01], [-4.16, 0.80, 4.40], [-6.23, -1.70, 5.23], [-6.61, -0.32, 4.11], [-6.13, 0.04, 5.68], [-3.97, -1.24, 5.07], [-3.43, -0.92, 2.71], [-5.16, -0.96, 2.25], [-4.34, -2.32, 2.91], [-3.22, 0.70, 4.54], [3.90, 2.12, -4.71], [2.86, 2.68, -3.86], [3.01, 2.31, -2.38], [2.92, 4.16, -3.95], [3.96, 1.04, -4.57], [4.90, 2.50, -4.54], [3.54, 2.30, -5.72], [1.91, 2.27, -4.20], [3.94, 2.70, -1.96], [2.99, 1.24, -2.18], [2.21, 2.72, -1.77], [2.32, 4.47, -4.63], [6.89, -1.00, -3.90], [6.76, -0.26, -2.50], [5.39, -0.64, -1.83], [7.72, -0.75, -1.63], [7.93, -1.13, -4.21], [6.26, -0.59, -4.69], [6.65, -2.06, -3.78], [6.98, 0.79, -2.70], [5.16, -1.70, -1.75], [4.57, -0.23, -2.41], [5.37, -0.26, -0.80], [7.37, -1.59, -1.32], [5.78, 2.63, 4.47], [5.24, 2.37, 3.08], [6.06, 1.29, 2.45], [3.91, 1.98, 3.17], [5.74, 1.72, 5.07], [5.21, 3.40, 4.98], [6.81, 2.96, 4.32], [5.27, 3.31, 2.53], [5.57, 1.10, 1.50], [6.01, 0.39, 3.06], [7.08, 1.66, 2.33], [3.75, 1.23, 3.76], [1.16, 3.21, 5.00], [-0.30, 3.68, 4.65], [-0.56, 3.62, 3.13], [-1.14, 2.87, 5.32], [1.89, 3.87, 4.53], [1.42, 2.19, 4.70], [1.31, 3.22, 6.08], [-0.56, 4.70, 4.93], [-1.55, 4.02, 2.86], [-0.42, 2.61, 2.75], [0.15, 4.28, 2.63], [-1.07, 2.03, 4.87]], "lumo_ev": 1.36, "gap_ev": 8.763, "charge": -1}

{"formula": "C4H7N", "method": "ωB97M-V with the def2-TZVPD basis set", "species": ["C", "N", "C", "C", "C", "H", "H", "H", "H", "H", "H", "H"], "xyz": [[0.93, 1.64, -0.62], [0.79, 0.37, -0.91], [-0.17, -0.41, -0.11], [-1.43, -0.08, -0.49], [0.39, -1.26, 0.94], [1.89, 2.17, -0.79], [0.06, 2.27, -0.45], [-1.99, 0.89, -0.26], [-2.15, -0.83, -0.89], [-0.37, -1.73, 1.59], [1.21, -0.75, 1.58], [0.85, -2.27, 0.41]], "relative_energy_kcal_mol": 111.4, "smiles": "C=NC(=C)C", "lumo_ev": 0.46, "gap_ev": 7.937, "charge": 0}

{"formula": "C13H21O5PPtS3", "method": "ωB97M-V with the def2-TZVPD basis set", "species": ["Pt", "C", "C", "O", "P", "S", "S", "O", "C", "C", "H", "H", "H", "H", "H", "H", "H", "H", "H", "H", "C", "C", "C", "C", "C", "C", "C", "S", "C", "O", "H", "H", "H", "H", "H", "H", "H", "H", "H", "H", "O", "C", "O", "H"], "xyz": [[0.25, -1.86, -1.07], [5.04, -0.12, 2.03], [4.81, 0.23, 0.57], [3.44, 0.49, 0.32], [2.39, -0.66, -0.18], [3.25, -2.40, -0.51], [1.36, 0.25, -1.67], [1.44, -0.79, 1.14], [1.06, 0.30, 1.97], [0.17, -0.26, 3.06], [6.11, -0.24, 2.22], [4.53, -1.05, 2.27], [4.65, 0.67, 2.68], [5.14, -0.61, -0.06], [5.34, 1.14, 0.29], [0.54, 1.05, 1.37], [1.97, 0.76, 2.40], [-0.68, -0.76, 2.60], [-0.19, 0.54, 3.70], [0.71, -0.99, 3.65], [-1.82, 4.27, -1.86], [-1.90, 2.85, -1.39], [-1.76, 1.78, -2.28], [-1.80, 0.48, -1.85], [-1.96, 0.20, -0.48], [-2.13, 1.26, 0.42], [-2.09, 2.56, -0.04], [-2.04, -1.49, -0.06], [-4.16, -2.39, -0.70], [-2.11, -1.60, 1.41], [-1.79, 4.32, -2.94], [-0.91, 4.74, -1.47], [-2.67, 4.85, -1.50], [-1.61, 1.99, -3.33], [-1.68, -0.35, -2.53], [-2.28, 1.04, 1.47], [-2.21, 3.37, 0.66], [-4.80, -1.71, -0.18], [-4.11, -3.39, -0.32], [-4.09, -2.28, -1.77], [-0.38, -4.09, -0.87], [-0.85, -4.06, -2.01], [-0.82, -3.06, -2.75], [-1.34, -4.98, -2.41]], "spin_multiplicity": 2, "lumo_ev": [2.25, 2.45], "gap_ev": [6.033, 6.147], "charge": -1}

{"formula": "C9H13N2", "method": "ωB97M-V with the def2-TZVPD basis set", "species": ["C", "C", "N", "C", "C", "C", "C", "C", "C", "C", "N", "H", "H", "H", "H", "H", "H", "H", "H", "H", "H", "H", "H", "H"], "xyz": [[-1.30, -1.33, 1.49], [-0.53, -1.06, 0.34], [-0.84, -0.37, -0.72], [-1.97, 0.60, -0.99], [0.34, -0.12, -1.54], [0.83, 1.30, -1.37], [1.08, 1.76, -0.15], [1.14, 1.13, 1.16], [1.18, -0.16, 1.43], [0.89, -1.24, 0.35], [1.33, -1.08, -1.04], [-0.73, -2.02, 2.18], [-2.23, -1.75, 1.33], [-1.37, -0.40, 1.89], [-2.90, 0.19, -0.49], [-1.47, 1.57, -0.73], [-2.12, 0.67, -2.06], [0.13, -0.40, -2.54], [0.82, 1.90, -2.24], [1.52, 2.76, -0.12], [1.24, 1.90, 1.88], [1.37, -0.68, 2.44], [1.25, -2.21, 0.68], [2.34, -0.95, -1.21]], "relative_energy_kcal_mol": 59.2, "smiles": "CC1=[N+](C)[C@H]2C=CC=C[C@@H]1N2", "lumo_ev": -4.03, "gap_ev": 9.043, "charge": 1}

{"formula": "C6H12O", "method": "ωB97M-V with the def2-TZVPD basis set", "species": ["C", "C", "O", "C", "C", "C", "C", "H", "H", "H", "H", "H", "H", "H", "H", "H", "H", "H", "H"], "xyz": [[1.82, -0.36, 0.19], [0.79, 0.37, -0.68], [0.67, 1.72, -0.24], [-0.31, 1.76, 0.81], [-1.06, 0.42, 0.78], [-0.66, -0.15, -0.58], [-0.90, -1.64, -0.78], [1.71, -0.06, 1.23], [1.72, -1.45, 0.14], [2.83, -0.09, -0.13], [1.12, 0.40, -1.72], [0.18, 1.95, 1.78], [-0.97, 2.61, 0.60], [-0.71, -0.25, 1.58], [-2.14, 0.54, 0.90], [-1.22, 0.40, -1.35], [-1.96, -1.87, -0.65], [-0.62, -1.95, -1.79], [-0.34, -2.25, -0.06]], "relative_energy_kcal_mol": 10.2, "smiles": "C[C@@H]1OCC[C@@H]1C", "lumo_ev": 1.09, "gap_ev": 10.609, "charge": 0}

{"formula": "C6H10O2", "method": "ωB97M-V with the def2-TZVPD basis set", "species": ["C", "C", "C", "C", "C", "C", "H", "H", "H", "H", "H", "H", "O", "H", "H", "O", "H", "H"], "xyz": [[-1.95, -0.16, 0.31], [-1.49, -1.46, 0.14], [-0.20, -1.73, 0.55], [0.64, -0.72, 0.91], [0.10, 0.56, 1.19], [-1.25, 0.85, 0.91], [-2.97, 0.00, -0.11], [-2.04, -2.26, -0.34], [0.30, -2.67, 0.56], [1.71, -0.87, 1.06], [0.74, 1.26, 1.68], [-1.70, 1.84, 1.46], [2.90, -0.28, -1.43], [2.26, 0.42, -1.24], [2.43, -1.11, -1.44], [0.31, 2.40, -1.18], [-0.36, 1.75, -0.89], [0.58, 2.17, -2.15]], "relative_energy_kcal_mol": 22.0, "smiles": "c1ccccc1.O.O", "lumo_ev": 0.68, "gap_ev": 10.304, "charge": 0}